{"formula": "C39H101N3O13", "method": "ωB97M-V/def2-TZVPD", "symbols": ["C", "O", "C", "C", "N", "C", "C", "O", "C", "H", "H", "H", "H", "H", "H", "H", "H", "H", "H", "H", "H", "H", "H", "H", "C", "O", "C", "C", "N", "C", "C", "O", "C", "H", "H", "H", "H", "H", "H", "H", "H", "H", "H", "H", "H", "H", "H", "H", "C", "O", "C", "C", "N", "C", "C", "O", "C", "H", "H", "H", "H", "H", "H", "H", "H", "H", "H", "H", "H", "H", "H", "H", "C", "C", "C", "O", "H", "H", "H", "H", "H", "H", "H", "H", "C", "C", "C", "O", "H", "H", "H", "H", "H", "H", "H", "H", "C", "C", "C", "O", "H", "H", "H", "H", "H", "H", "H", "H", "C", "C", "C", "O", "H", "H", "H", "H", "H", "H", "H", "H", "C", "C", "C", "O", "H", "H", "H", "H", "H", "H", "H", "H", "C", "C", "C", "O", "H", "H", "H", "H", "H", "H", "H", "H", "C", "C", "C", "O", "H", "H", "H", "H", "H", "H", "H", "H"], "xyz": [[-12.002706, 14.853105, -11.229316], [-10.676809, 14.520927, -11.617796], [-10.266066, 13.266808, -11.079735], [-8.806308, 12.988363, -11.386519], [-8.268135, 11.831907, -10.637668], [-6.922993, 11.482448, -11.125045], [-6.248986, 10.428665, -10.216591], [-6.834926, 9.184483, -10.598265], [-5.906483, 8.110506, -10.213268], [-12.092153, 14.840720, -10.143067], [-12.697576, 14.101677, -11.604286], [-12.268449, 15.844116, -11.597268], [-10.927707, 12.461034, -11.397640], [-10.344272, 13.183060, -9.995773], [-8.158608, 13.835793, -11.161919], [-8.735737, 12.830751, -12.462746], [-8.826980, 11.001894, -10.775037], [-6.270016, 12.355196, -11.131379], [-6.835081, 11.126111, -12.151394], [-6.428522, 10.687471, -9.173085], [-5.171734, 10.521104, -10.354719], [-6.282098, 7.128550, -10.501000], [-5.538261, 8.207243, -9.191916], [-5.063889, 8.288783, -10.881363], [-14.104152, 12.134771, -7.285016], [-13.088343, 11.157889, -7.361795], [-13.555465, 9.873456, -7.082443], [-12.563782, 8.754629, -7.351519], [-12.499666, 8.551597, -8.790908], [-11.414923, 7.665909, -9.174628], [-11.317623, 7.546834, -10.713601], [-11.438482, 8.865892, -11.318249], [-11.583188, 8.895885, -12.698092], [-14.941411, 12.023595, -7.974019], [-13.637516, 13.095272, -7.503593], [-14.582481, 12.100957, -6.306156], [-14.486086, 9.739049, -7.633777], [-13.836712, 9.846204, -6.029704], [-13.093420, 7.878336, -6.977772], [-11.573899, 8.880136, -6.912778], [-12.207850, 9.444024, -9.163106], [-11.403618, 6.694619, -8.680095], [-10.511018, 8.174112, -8.838778], [-12.023817, 6.838202, -11.146307], [-10.366053, 7.099183, -11.000353], [-12.477740, 8.368329, -13.029098], [-10.773253, 8.482768, -13.299292], [-11.786972, 9.886679, -13.104190], [-25.742304, 29.719282, -8.992709], [-25.946822, 29.643978, -7.603665], [-25.201200, 28.629908, -7.032046], [-25.328732, 28.757596, -5.510967], [-24.597232, 27.681942, -4.892497], [-25.065549, 26.317056, -5.235746], [-24.487772, 25.311067, -4.173100], [-24.978985, 23.993373, -4.472872], [-24.112263, 22.977335, -3.953473], [-26.484540, 30.440575, -9.334645], [-25.922585, 28.775403, -9.507199], [-24.722631, 30.031439, -9.218329], [-24.124391, 28.615675, -7.200528], [-25.629917, 27.659405, -7.281892], [-26.391481, 28.781062, -5.269902], [-24.940413, 29.703862, -5.134281], [-24.578828, 27.947106, -3.918102], [-24.723162, 26.013463, -6.225042], [-26.154920, 26.282712, -5.222204], [-23.404444, 25.282131, -4.289925], [-24.837981, 25.580333, -3.176626], [-23.481843, 22.657686, -4.783228], [-24.738463, 22.109884, -3.744924], [-23.533615, 23.318685, -3.095140], [-17.374414, 26.759766, -4.838492], [-18.762792, 27.272023, -5.294572], [-19.459979, 26.259606, -6.231970], [-19.543061, 27.537808, -4.124345], [-16.668787, 26.612179, -5.656046], [-17.410783, 25.844168, -4.248174], [-16.883399, 27.530076, -4.243826], [-18.567265, 28.192363, -5.844883], [-18.832899, 25.940877, -7.064613], [-20.338598, 26.669165, -6.730346], [-19.811203, 25.400378, -5.660585], [-20.435902, 27.625390, -4.466051], [-11.763802, 22.577581, -4.078390], [-11.083823, 23.917708, -4.549854], [-10.075159, 24.495844, -3.514700], [-10.265003, 23.623292, -5.659522], [-12.409473, 22.832437, -3.238004], [-11.002423, 21.882302, -3.724833], [-12.365688, 22.112126, -4.858891], [-11.884789, 24.570103, -4.897641], [-10.733759, 24.618591, -2.654886], [-9.750319, 25.504037, -3.771832], [-9.192729, 23.900857, -3.279320], [-9.349981, 23.512878, -5.390922], [-21.925664, 13.543717, -7.525065], [-20.942874, 13.598232, -8.695594], [-21.544936, 13.208263, -10.035095], [-20.500445, 14.894488, -8.811759], [-22.337674, 12.590577, -7.193596], [-22.838841, 14.113535, -7.696844], [-21.557787, 13.910055, -6.566660], [-20.035487, 13.022909, -8.511815], [-22.449287, 13.760872, -10.289756], [-21.695396, 12.139732, -10.189042], [-20.858974, 13.390664, -10.862326], [-21.110997, 15.421695, -9.332223], [-17.634233, 20.655679, -5.192730], [-17.902517, 19.487460, -6.085917], [-16.578796, 18.820565, -6.495318], [-18.782009, 18.546194, -5.529241], [-16.954223, 20.364516, -4.392161], [-18.582054, 21.039538, -4.815387], [-17.143356, 21.452462, -5.751535], [-18.405100, 19.791388, -7.004138], [-16.901768, 17.975304, -7.103030], [-15.994474, 18.512515, -5.628269], [-16.034676, 19.462516, -7.188087], [-18.752563, 17.766445, -6.088455], [-24.128657, 20.021922, -9.213870], [-24.311715, 18.576542, -9.754673], [-25.683219, 18.214310, -10.426069], [-23.244861, 18.257078, -10.665125], [-24.634585, 20.159301, -8.258217], [-24.545695, 20.724478, -9.935376], [-23.074312, 20.252618, -9.061450], [-24.209250, 17.896119, -8.909311], [-26.568718, 18.624919, -9.940891], [-25.747459, 17.126232, -10.419417], [-25.707972, 18.572686, -11.455173], [-23.280689, 18.798106, -11.457344], [-18.939338, 24.306360, 0.498059], [-19.788381, 25.285564, 1.332160], [-19.278184, 25.231805, 2.792965], [-19.709827, 26.629063, 0.850233], [-18.936458, 23.304612, 0.927707], [-17.986767, 24.790312, 0.282401], [-19.360018, 24.223072, -0.504038], [-20.865653, 25.126053, 1.285822], [-20.008300, 25.651510, 3.484980], [-18.331677, 25.749101, 2.949906], [-19.175212, 24.183025, 3.071468], [-19.583255, 26.672658, -0.100394], [-14.592463, 17.844523, 0.398518], [-15.963699, 18.489946, 0.263696], [-17.017963, 17.439894, -0.235043], [-16.233690, 18.948615, 1.521480], [-14.208798, 17.380551, -0.510119], [-14.569413, 17.081349, 1.176425], [-13.871484, 18.595893, 0.720607], [-15.896795, 19.313561, -0.447133], [-16.748987, 16.862758, -1.119734], [-18.027954, 17.843101, -0.308855], [-17.176241, 16.641110, 0.489516], [-15.545704, 19.570142, 1.770460]], "forces_ev_per_angstrom": [[0.3564, -0.4355, 0.1357], [0.1122, -0.2762, 0.3536], [0.1972, 0.0156, 0.7185], [0.0519, -0.6222, -0.5538], [0.5329, 0.3274, -0.6887], [0.6729, 0.0469, 1.1579], [-1.3027, 1.0257, -1.0622], [1.3603, -1.0825, 1.3453], [-0.1246, 1.2816, -1.5390], [0.0178, 0.1329, 0.2248], [-0.2296, 0.0001, -0.2136], [0.2018, -0.1421, -0.1277], [-0.0256, -0.1957, -0.6472], [-0.2282, 0.7138, 0.4635], [-0.2706, 0.1998, 0.1753], [0.1900, -0.0396, -0.3753], [-0.4402, -0.0479, -0.0300], [-0.2121, 0.4117, 0.3348], [-0.5148, -0.2785, -0.2856], [-0.2642, -0.2178, 0.2067], [0.2474, -0.6387, -0.3603], [-0.4535, 0.2028, 0.4833], [-0.4324, -0.2129, 0.1601], [0.4937, -0.2487, 0.1382], [0.1625, 0.0464, 0.1731], [0.4917, 0.5593, -0.7701], [-0.3229, 0.0586, 0.8973], [-1.4391, -0.0662, -0.9628], [-0.0023, -0.1149, -0.1566], [0.6611, 0.9611, -0.9448], [0.0906, 0.3152, -0.2952], [0.3543, -0.5280, 1.1297], [-0.8748, -0.4067, -1.1941], [0.1240, -0.4877, -0.5546], [-0.0570, -0.0235, 0.3173], [0.1852, 0.3265, 0.3964], [-0.0225, -0.5582, -0.3162], [-0.0486, -0.1164, 0.4358], [0.4526, -0.2458, 0.5424], [0.0109, 0.1723, 0.4303], [-0.3232, 0.2612, -0.4472], [-0.4815, -0.1036, -0.1712], [0.7045, -0.2380, -0.0123], [-0.7336, 0.2957, 0.1025], [0.4659, 0.2093, 0.1548], [-0.2616, -0.5265, 0.1810], [0.5260, -0.1381, 0.3522], [0.3990, 0.4302, 0.6982], [-0.4879, 0.4119, -0.0118], [0.2434, 0.2790, -0.5193], [-0.2277, -0.2948, 2.0396], [-0.2320, 0.0418, -0.8522], [0.3469, -0.1570, -0.2435], [0.5905, 0.0369, 1.9416], [-0.9780, -0.2140, -1.7624], [0.2585, 0.5213, 0.5047], [-0.7758, 0.0151, -1.0916], [0.2979, 0.0781, -0.3043], [-0.0938, -0.2929, 0.0855], [0.0772, 0.2072, -0.1110], [0.1705, 0.2925, -0.7571], [0.1037, -0.1877, -0.4472], [-0.4264, -0.2471, 0.1155], [0.2428, 0.0831, -0.2810], [0.0533, -1.0444, 0.3307], [0.1062, 0.1175, 0.0846], [-0.2686, -0.2327, -0.0063], [0.1479, 0.3716, 0.3956], [0.3549, 0.2137, 0.1954], [0.5889, 0.0589, 0.1734], [0.0331, 0.1036, 0.4721], [-0.0698, -0.1677, 0.0495], [-0.1407, 0.5312, 0.0960], [1.0451, -1.0901, -0.2617], [-0.1554, 0.3714, 0.1958], [0.1997, -0.1838, -0.6523], [-0.3552, -0.1647, -0.3519], [-0.2405, -0.0129, -0.0289], [-0.2035, 0.0325, 0.3120], [-0.2063, 0.2543, -0.0554], [0.3111, -0.0930, 0.2563], [-0.1909, 0.3370, 0.1998], [0.2368, -0.1577, 0.0103], [-0.3496, 0.1563, 0.3077], [0.4681, 1.3736, 0.3706], [1.8287, -1.9863, 0.3415], [-2.5673, 0.8353, 0.4666], [-0.1309, -0.1946, -1.8228], [-0.1793, -0.2067, 0.1094], [0.0035, -0.0574, -0.0835], [0.1620, 0.1697, -0.0878], [0.2977, 0.4888, 0.2778], [0.6374, 0.0671, 0.7816], [0.0073, -0.0739, -0.3063], [-0.3590, -0.4208, -0.1551], [-0.1758, 0.0040, 0.1087], [-0.8423, -0.5481, 0.9512], [-1.0025, -0.7578, -0.0300], [0.2517, -0.9293, -0.7853], [1.1776, 2.1037, 0.0817], [0.3125, -0.6484, -0.6802], [0.1067, 0.3751, -0.4883], [0.6725, 0.4260, -0.3066], [-0.1569, -0.3268, 0.1821], [-0.2123, -0.0515, 0.3204], [-0.5427, -0.1349, 0.5587], [0.3961, 0.5201, 0.2065], [-0.1618, 0.0293, -0.0130], [-0.4334, 0.2003, 0.2380], [0.9376, -0.2583, -1.2735], [-1.0818, 0.0622, -0.5343], [-0.2199, -0.2626, 1.1765], [-0.2289, 0.0335, 0.2542], [0.1360, 0.1009, 0.3011], [-0.0256, -0.0339, -0.1031], [0.1984, 0.6267, -0.2928], [0.4776, -0.4556, 0.0686], [0.0544, -0.0174, -0.1572], [0.2798, 0.1147, 0.3062], [-0.1096, -0.1218, 0.0112], [-0.5032, -0.6337, -0.4921], [-0.3617, 0.5155, -0.2891], [0.8773, 0.3806, 0.3777], [-0.0475, -0.4787, 0.5795], [-0.1537, -0.0219, -0.0591], [0.0303, 0.2095, 0.0188], [-0.0045, -0.1852, -0.0828], [0.3555, -0.0945, -0.0935], [0.1644, 0.0302, 0.3143], [-0.1492, 0.0530, -0.2034], [0.0966, -0.0167, -0.0885], [-0.2821, 0.2046, 0.0401], [-1.1639, 0.9314, -0.7776], [0.6560, 0.1980, 0.3028], [-0.8524, 0.0139, -0.2725], [0.6512, 0.4745, 0.3101], [0.4810, 0.1950, 0.0425], [0.4357, -0.4456, 0.6639], [-0.3403, -0.1868, -0.1314], [0.0079, -1.0436, 0.2312], [0.0051, 0.2014, -0.0463], [0.0215, -0.0474, -0.3129], [0.1375, -0.0072, 0.0491], [-0.0362, -0.2773, -0.0922], [0.6640, -0.3612, -0.5353], [0.7791, -2.2040, -1.7319], [-0.1150, 0.1814, 1.1512], [-1.6924, 0.8869, 1.8043], [-0.0335, 0.1017, -0.1703], [-0.3797, -0.0555, 0.0237], [0.1493, 0.1590, -0.1207], [-0.1627, 0.1025, -0.2889], [0.2128, 0.6989, -0.3240], [0.1488, 0.3868, -0.4604], [0.4398, 0.0753, 0.5640], [-0.0153, 0.0377, 0.0788]], "largest_force_ev_per_a": 2.91, "e_tot_ha": -2688.61049, "total_charge": 0, "smiles": "COCCNCCOC.COCCNCCOC.COCCNCCOC.CC(C)O.CC(C)O.CC(C)O.CC(C)O.CC(C)O.CC(C)O.CC(C)O", "relative_energy_kj_mol": 230.5}